Molecular formula: C4H14NO2
Method: DFT, wB97M-V/def2-TZVPD

Structure (XYZ):
```
21
Properties=species:S:1:pos:R:3:lowdin_charge:R:1
O -1.856 -1.086 1.181 -0.05
C -1.297 -2.177 0.333 -0.17
C 0.219 -1.832 0.141 -0.11
N 0.293 -0.432 -0.471 0.07
C 1.695 0.098 -0.301 -0.23
C 1.772 1.468 0.339 -0.11
H -2.734 -1.207 1.347 0.04
H -1.267 -3.157 1.048 0.17
H -1.813 -2.487 -0.537 0.10
H 0.843 -2.053 1.040 0.15
H 0.492 -2.645 -0.592 0.15
H -0.201 0.290 0.221 0.21
H -0.079 -0.344 -1.391 0.17
H 2.400 -0.443 0.477 0.17
H 2.146 0.233 -1.290 0.13
H 1.146 2.120 -0.272 0.07
H 1.486 1.549 1.448 0.12
H 2.878 1.799 0.199 0.13
H -1.720 3.541 -1.659 0.04
H -2.638 3.568 -0.507 0.06
O -1.764 3.197 -0.754 -0.09
```

Properties
E_HOMO	-14.66	eV
charge	+1
energy above the lowest of the compared OMol25 structures with the same formula, charge and spin	279.98	kJ/mol
frontier orbital gap	11.7	eV